Entry 1:
The following is a DFT calculation (wB97M-V/def2-TZVPD) of C38H48N7P2RhS2 as an isolated structure.

Last column: Löwdin charge in e.
Geometry (Å):
Rh -0.455 -0.480 0.892  0.63
S -2.150 -2.699 1.308  0.75
S -0.211 2.849 0.025  1.04
P 1.089 -2.352 0.382  0.93
P -1.432 -0.898 -1.431  0.96
N 0.623 -4.443 -1.239  0.14
N -2.059 -0.097 2.503  -0.07
N 0.433 0.171 3.261  0.06
N -4.702 -2.054 1.571  0.14
N -1.386 -3.240 -2.750  0.15
N -3.296 -0.506 2.415  0.07
N 0.287 1.562 0.843  -0.41
C -1.237 -6.520 -4.297  -0.04
C 3.590 -3.402 -0.377  -0.07
C 2.180 1.263 4.474  -0.01
C 1.206 3.611 -0.748  -0.42
C -1.365 5.735 3.323  -0.05
C 1.011 4.799 -1.442  -0.07
C -0.043 2.113 4.585  0.02
C 0.321 0.690 -2.904  -0.10
C 2.090 5.379 -2.087  -0.05
C 2.439 2.986 -0.703  -0.09
C 0.359 4.745 1.968  -0.07
C 0.401 -6.457 -2.517  0.00
C -0.775 -2.585 -1.794  -0.41
C 2.824 -1.286 -1.477  -0.09
C -1.848 0.833 3.426  -0.19
C -1.000 -4.511 -3.010  -0.19
C 1.298 2.217 4.937  -0.02
C -0.216 -7.133 -3.526  -0.04
C 3.340 4.770 -2.041  -0.05
C 0.253 -3.205 -1.019  -0.42
C 3.514 3.578 -1.354  -0.05
C 2.846 -2.081 -0.176  -0.71
C -3.430 -1.715 1.740  -0.83
C -3.228 -1.210 -1.565  -0.26
C -0.020 5.586 3.002  -0.05
C -2.972 1.475 4.155  0.00
C 0.020 -5.123 -2.242  -0.19
C -0.441 1.070 3.759  -0.24
C 3.551 -1.248 0.897  -0.10
C -1.628 -5.238 -4.048  0.00
C 1.697 0.259 3.632  -0.11
C -1.971 4.203 1.574  -0.09
C -2.103 1.337 -2.835  -0.10
C -2.339 5.049 2.611  -0.06
C -0.625 4.060 1.265  -0.40
C -1.337 -0.562 -4.261  -0.08
C 1.196 -3.644 1.656  -0.24
C -1.113 0.167 -2.936  -0.70
H 0.437 1.494 -3.635  0.10
H -3.654 1.946 3.445  0.10
H -3.122 1.022 -3.054  0.08
H -4.942 -2.948 1.176  0.12
H -3.471 -2.129 -1.039  0.01
H 4.178 5.226 -2.549  0.12
H 0.732 6.140 3.548  0.12
H 1.957 6.306 -2.628  0.12
H -2.093 1.809 -1.850  0.04
H 3.226 1.282 4.745  0.12
H -3.385 5.187 2.850  0.12
H -5.430 -1.465 1.947  0.13
H 1.403 4.641 1.698  0.12
H -1.227 0.163 -5.072  0.10
H -1.655 6.407 4.120  0.12
H -3.509 -1.331 -2.609  0.05
H -1.828 2.095 -3.571  0.10
H 3.680 -3.967 0.550  0.08
H 1.955 -3.366 2.389  0.05
H -0.753 2.840 4.950  0.11
H -0.607 -1.354 -4.419  0.08
H 2.315 -1.826 -2.278  0.08
H 4.486 3.105 -1.326  0.12
H -2.331 -1.001 -4.340  0.07
H -3.552 0.708 4.673  0.10
H 2.367 -0.493 3.240  0.09
H -2.638 2.206 4.881  0.08
H 1.179 -6.907 -1.915  0.12
H 0.244 -3.742 2.171  0.00
H 1.634 3.022 5.577  0.13
H 0.953 1.844 1.559  0.01
H 0.599 1.083 -1.925  0.02
H -3.785 -0.382 -1.129  0.05
H 3.054 -0.286 1.044  0.05
H 4.601 -3.177 -0.724  0.10
H 2.339 -0.318 -1.339  0.05
H -1.708 -7.083 -5.091  0.12
H 0.070 -8.152 -3.748  0.12
H 2.557 2.045 -0.180  0.09
H 0.036 5.271 -1.472  0.12
H 4.578 -1.054 0.580  0.10
H 1.028 -0.095 -3.168  0.07
H -2.721 3.671 1.001  0.11
H 3.605 -1.774 1.852  0.07
H 3.108 -4.034 -1.121  0.07
H 1.464 -4.592 1.192  0.05
H -2.405 -4.752 -4.621  0.12
H 3.850 -1.102 -1.805  0.10

Cartesian forces, eV/Å:
-0.031 -0.030 -0.069
0.002 0.077 -0.028
-0.097 0.024 0.029
-0.107 0.023 0.040
-0.019 -0.004 0.088
-0.028 -0.008 -0.037
0.032 0.033 -0.002
0.002 -0.011 0.089
-0.075 0.065 0.003
0.017 -0.033 -0.003
-0.057 0.118 0.038
0.165 -0.071 -0.131
-0.009 0.015 -0.002
0.010 0.001 0.001
0.011 -0.006 -0.010
0.008 0.008 0.004
0.005 0.004 0.008
-0.006 -0.006 0.014
-0.012 -0.029 -0.014
0.007 0.009 0.018
0.007 0.003 -0.003
0.008 0.002 0.001
0.000 0.006 -0.008
-0.002 -0.019 -0.012
-0.004 0.017 0.006
-0.008 0.009 -0.017
-0.009 0.017 -0.039
-0.030 0.032 -0.014
-0.004 0.003 0.006
0.009 0.004 0.013
-0.004 -0.002 0.001
0.032 0.023 0.015
-0.007 0.003 -0.004
0.003 0.041 0.022
0.096 -0.256 -0.049
0.015 -0.011 -0.024
-0.009 -0.002 -0.001
-0.027 -0.039 0.010
0.030 0.003 0.037
0.025 0.042 0.020
0.011 -0.018 0.019
0.005 -0.023 -0.008
-0.005 0.024 0.010
0.003 -0.021 0.004
-0.014 -0.001 0.003
0.000 -0.008 -0.001
0.007 0.023 0.003
-0.012 -0.008 -0.013
0.027 0.002 -0.021
0.017 0.021 0.005
-0.008 -0.012 -0.007
-0.006 -0.011 -0.006
-0.002 0.003 0.004
0.008 -0.001 -0.002
0.001 -0.007 0.007
0.001 0.002 -0.001
0.002 0.003 0.000
0.003 0.001 -0.001
0.010 0.012 0.012
0.000 0.001 0.003
-0.004 0.002 -0.001
-0.001 -0.010 -0.001
0.000 -0.002 0.000
-0.003 0.001 0.000
-0.001 0.003 0.002
-0.012 -0.002 0.015
-0.003 0.003 -0.001
-0.003 -0.005 -0.003
0.000 0.004 -0.002
-0.007 0.010 -0.007
0.003 -0.001 0.001
0.004 -0.003 -0.002
0.002 -0.004 0.000
0.006 0.003 -0.012
0.008 0.010 0.013
0.012 -0.021 -0.009
0.013 0.015 -0.004
0.002 0.002 0.001
-0.009 -0.002 -0.006
0.002 0.001 -0.001
0.019 -0.052 -0.005
0.003 0.016 0.006
-0.002 0.003 -0.005
-0.008 0.007 -0.002
-0.001 -0.007 -0.003
-0.015 0.011 -0.004
-0.002 -0.002 -0.002
0.000 -0.003 0.000
-0.003 -0.003 0.005
-0.003 0.000 -0.003
-0.003 0.001 -0.003
0.019 -0.017 0.008
-0.003 0.005 -0.007
0.003 0.005 0.007
-0.002 -0.003 0.005
0.004 -0.002 0.008
-0.002 0.005 0.000
0.001 -0.004 0.002

Calculated values
Spin multiplicity: 5
<S²>: 6.04
Orbital gap (spin up / spin down) in eV: 6.690 / 5.554
Net charge: +2

Entry 2:
The following is a DFT calculation (wB97M-V/def2-TZVPD) of C38H49As2GeN4O3S2SiTi as an isolated structure at a distorted geometry.

Last column: Löwdin charge in e.
Geometry (Å):
As -0.098 -0.033 2.759  1.14
As -0.024 2.940 1.508  1.16
Ge -0.630 0.365 -3.179  1.08
Ti -0.111 0.240 0.108  0.75
S 2.158 -4.079 0.354  1.02
S 3.322 -1.496 -0.484  0.99
Si -2.697 1.620 -1.259  0.39
O -0.978 1.149 -1.366  -0.58
O -1.321 -5.190 0.421  0.06
O -1.610 -0.989 0.304  -0.23
N -0.236 -2.789 0.447  0.01
N 2.588 1.775 -0.861  0.02
N 2.012 1.058 0.125  -0.13
N 0.740 -1.842 0.134  -0.15
C 0.974 1.353 -3.627  -0.32
C -3.166 1.972 0.503  -0.16
C 3.966 -4.017 0.186  -0.48
C 2.264 2.059 5.564  -0.05
C -4.983 -3.317 0.948  -0.07
C -3.645 -5.309 0.713  0.01
C 0.644 -3.597 -2.894  -0.07
C 3.812 2.191 -0.517  -0.07
C 0.886 2.749 -3.555  -0.12
C -4.872 -4.709 0.890  -0.05
C 1.913 -2.381 0.028  -0.88
C -0.610 -1.541 -2.999  -0.30
C -3.818 0.254 -1.840  -0.16
C 1.544 1.058 4.927  -0.08
C -0.537 -4.324 -2.903  -0.04
C -1.344 4.180 2.260  -0.27
C 1.971 3.540 -3.913  -0.06
C 2.152 0.771 -4.099  -0.10
C 0.888 1.321 3.732  -0.43
C 1.673 3.589 3.812  -0.09
C -2.582 -3.146 0.641  -0.08
C 4.305 -2.975 -0.855  -0.47
C 2.330 3.324 5.005  -0.05
C 1.113 4.277 0.677  -0.26
C 2.903 1.059 1.124  -0.21
C 0.563 -1.695 3.509  -0.24
C -2.909 3.143 -2.315  -0.15
C 4.053 1.755 0.769  -0.03
C 3.233 1.566 -4.459  -0.06
C 0.613 -2.212 -2.930  -0.13
C 0.954 2.593 3.166  -0.43
C -1.795 -2.282 -3.057  -0.09
C -3.845 -2.553 0.820  -0.03
C -1.754 -3.668 -2.986  -0.05
C -1.425 -2.276 0.462  -0.42
C 3.144 2.946 -4.362  -0.06
C -1.842 0.063 3.597  -0.23
C -2.487 -4.543 0.592  -0.26
H 2.117 1.916 -1.744  0.10
H -0.029 3.221 -3.207  0.10
H -2.751 -1.795 -3.164  0.09
H 2.127 3.898 0.609  0.01
H -3.880 0.159 -2.925  0.04
H -5.947 -2.848 1.093  0.11
H -2.680 -4.232 -3.012  0.12
H -2.486 4.036 -1.843  0.04
H -2.057 3.636 2.875  0.03
H -3.578 -0.706 -1.386  0.02
H 1.542 -1.662 -2.881  0.06
H -0.823 4.908 2.878  0.04
H 4.303 -5.006 -0.119  0.09
H -1.871 4.712 1.471  0.04
H -1.722 -0.088 4.666  0.05
H 0.389 -1.722 4.580  0.04
H -0.506 -5.406 -2.857  0.12
H -5.757 -5.325 0.988  0.12
H -2.285 1.041 3.426  0.02
H -3.906 -1.473 0.865  0.10
H 4.944 1.913 1.355  0.12
H -2.734 2.894 0.869  -0.03
H 4.415 2.769 -1.203  0.14
H 1.500 0.072 5.375  0.10
H 0.736 4.512 -0.317  0.03
H -4.824 0.531 -1.499  0.06
H -2.907 1.162 1.181  0.01
H -0.614 -4.515 0.373  0.03
H 0.039 -2.524 3.038  0.03
H 2.231 -0.302 -4.210  0.09
H -3.548 -6.388 0.671  0.13
H -1.840 1.007 -3.833  0.02
H 4.064 -3.312 -1.862  0.08
H 3.983 3.566 -4.658  0.12
H 4.139 1.106 -4.833  0.12
H 2.772 1.849 6.497  0.12
H 5.354 -2.685 -0.816  0.09
H 1.109 5.186 1.272  0.04
H 2.685 0.542 2.044  0.10
H 1.897 4.619 -3.858  0.12
H 1.596 -4.114 -2.854  0.10
H 2.892 4.108 5.499  0.12
H 4.396 -3.777 1.156  0.09
H 1.729 4.584 3.387  0.10
H -4.256 2.092 0.533  0.07
H 1.629 -1.784 3.307  0.04
H -2.485 -0.711 3.183  0.04
H -2.515 3.068 -3.330  0.02
H -3.988 3.320 -2.406  0.06

Cartesian forces, eV/Å:
0.186 -0.207 0.557
-0.007 0.231 0.284
0.070 0.442 0.452
0.627 -0.314 0.808
-0.009 0.153 -0.070
0.181 -0.071 -0.094
-0.011 0.117 -0.175
-0.952 -0.015 -1.068
-0.145 -0.003 0.007
0.054 0.210 0.073
0.351 -0.029 -0.058
0.135 -0.200 0.047
-0.260 0.075 0.183
-0.034 0.492 0.001
-0.144 -0.101 -0.101
0.005 0.071 -0.129
-0.071 -0.061 -0.008
0.015 -0.094 0.069
0.009 0.045 0.002
-0.049 -0.231 -0.003
0.186 0.040 0.032
0.109 0.095 -0.111
0.114 0.004 0.078
0.005 0.034 -0.004
0.081 -0.177 0.059
0.091 0.062 -0.176
-0.014 0.116 -0.103
0.018 -0.101 0.100
0.051 -0.147 -0.008
-0.024 -0.124 -0.007
-0.158 0.064 0.071
0.030 0.013 -0.029
-0.068 -0.067 -0.138
0.017 0.152 -0.043
-0.316 0.433 -0.002
-0.072 0.028 -0.012
0.034 0.116 -0.017
0.025 -0.044 -0.105
-0.162 -0.053 -0.071
0.052 0.036 -0.105
-0.025 0.075 0.165
0.153 0.058 0.022
-0.002 -0.115 -0.009
-0.154 -0.163 0.035
-0.087 -0.028 -0.126
0.113 -0.129 0.038
-0.028 -0.049 0.037
-0.230 0.127 -0.022
-0.276 -0.141 -0.062
0.104 0.083 -0.021
-0.017 -0.003 -0.132
0.181 -0.146 -0.021
-0.069 -0.018 -0.074
0.053 -0.011 -0.043
-0.044 0.056 0.005
0.114 0.010 -0.047
0.032 -0.066 0.047
0.055 -0.029 -0.006
0.087 0.033 0.006
0.031 -0.067 -0.039
-0.045 0.035 0.012
0.005 -0.054 -0.018
0.056 0.021 0.010
0.095 -0.013 0.048
-0.020 -0.012 0.021
-0.021 -0.019 -0.050
0.025 -0.028 0.092
-0.019 0.008 0.089
-0.013 0.061 -0.001
0.035 0.015 -0.005
-0.063 0.068 -0.031
0.009 -0.017 -0.016
-0.094 -0.015 -0.028
-0.075 0.032 0.023
-0.063 -0.043 0.064
0.006 0.030 -0.008
0.013 -0.026 -0.039
0.118 -0.008 -0.012
0.008 -0.135 0.079
0.041 -0.085 0.000
0.008 -0.007 -0.024
0.012 0.027 -0.022
-0.003 0.068 0.003
-0.054 -0.178 -0.166
0.015 -0.045 -0.002
-0.053 -0.047 0.025
-0.026 0.012 0.009
-0.021 0.003 -0.039
0.011 0.009 0.008
-0.015 0.057 0.046
0.052 0.021 -0.015
-0.007 -0.044 -0.008
-0.048 0.003 -0.003
-0.038 -0.038 -0.038
0.054 0.020 0.017
0.019 0.009 0.025
0.101 -0.055 -0.062
0.032 -0.050 -0.004
-0.054 -0.021 -0.028
-0.033 -0.021 0.098
0.110 -0.010 0.008

Calculated values
Spin multiplicity: 2
<S²>: 0.75
Orbital gap (spin up / spin down) in eV: 7.136 / 7.286
Net charge: +2